C4H4S | the ωB97M-V functional and the def2-TZVPD basis

Computed properties:
**ΔE to the lowest compared entry with this formula, charge and spin**: 106.0 kcal per mole
**HOMO energy (spin up / spin down)**: -8.538 / -8.538 eV

Last column: Mulliken charge in e.
Element x y z (Å)
C -0.53 1.25 0.18  -0.668
C -0.07 -1.18 -0.23  -0.352
C 0.81 -0.62 0.88  -0.340
C 0.20 0.26 -0.37  0.439
S 1.98 0.21 -0.18  -0.087
H -1.61 1.17 0.25  0.267
H -0.09 2.21 0.40  0.267
H 0.39 -1.82 -0.97  0.245
H -1.07 -1.49 0.05  0.229

C34H34N13OPtS3Si | the ωB97M-V functional and the def2-TZVPD basis

Computed properties:
**Multiplicity**: 5
**ΔE to the lowest compared entry with this formula, charge and spin**: 0.0 kcal per mole
**⟨S²⟩**: 6.08
**Charge**: +3
**HOMO energy (spin up / spin down)**: -11.794 / -15.276 eV

Last column: Mulliken charge in e.
Element x y z (Å)
Pt -0.92 -0.86 -1.38  1.927
N 0.09 -2.01 2.21  -0.261
C -0.41 -3.00 1.44  0.059
N -0.63 -2.80 0.15  0.364
C -1.01 -3.96 -0.49  -0.041
C -1.04 -5.08 0.36  -0.758
S -0.70 -4.66 1.97  -0.171
C -1.15 -3.85 -1.90  0.120
C -1.12 -4.84 -2.87  -0.512
S -1.34 -4.24 -4.43  -0.140
C -1.67 -2.64 -3.75  0.422
N -1.43 -2.56 -2.44  -0.085
N -1.92 -1.56 -4.49  -0.212
H -0.01 -1.08 1.79  0.104
H 0.34 -2.07 3.18  0.209
H -1.38 -6.07 0.08  0.479
H -0.84 -5.88 -2.69  0.445
H -2.05 -1.70 -5.49  0.306
H -2.51 -0.90 -3.99  -0.013
C -6.36 3.28 -0.20  -0.997
Si -6.21 1.54 -0.88  0.087
C -5.88 1.47 -2.73  -0.888
C -7.85 0.72 -0.42  -1.037
C -4.87 0.77 0.18  0.860
C -5.10 0.89 1.56  -0.419
C -4.19 0.47 2.52  -1.010
C -3.04 -0.15 2.07  -0.092
N -2.82 -0.39 0.76  -0.203
C -3.61 0.17 -0.17  0.228
S -2.98 0.05 -1.82  -0.763
H -7.06 3.92 -0.77  0.380
H -5.36 3.81 -0.12  0.304
H -6.86 3.20 0.79  0.328
H -6.63 2.09 -3.29  0.390
H -5.89 0.43 -3.07  0.297
H -4.84 1.85 -2.94  0.242
H -8.73 1.24 -0.84  0.355
H -8.04 0.77 0.69  0.336
H -7.86 -0.35 -0.67  0.345
H -6.01 1.45 1.83  0.227
H -4.33 0.61 3.61  0.419
H -2.27 -0.49 2.80  0.347
C 4.46 -2.54 -1.47  -0.948
N 3.05 -2.13 -1.64  0.738
C 2.01 -1.73 -0.87  -0.225
N 1.04 -1.26 -1.64  -0.516
C 1.56 -1.29 -2.88  -0.336
N 2.75 -1.86 -2.95  -1.023
C 5.05 -2.54 -0.06  0.655
C 5.54 -3.70 0.59  -0.710
C 5.98 -3.58 1.87  -0.708
C 6.03 -2.37 2.52  -0.842
C 5.67 -1.18 1.86  -0.025
C 5.17 -1.28 0.52  -0.143
C 5.50 0.09 2.52  0.724
N 5.78 0.42 3.74  -0.359
N 5.34 1.74 3.92  -0.316
C 4.93 2.16 2.73  0.437
O 4.99 1.15 1.77  -0.187
C 4.19 3.39 2.47  0.150
C 3.79 4.35 3.38  -0.406
C 2.79 5.26 2.98  -0.764
C 2.20 5.16 1.74  -0.455
C 2.58 4.21 0.82  0.349
C 1.86 3.93 -0.50  -1.287
N 0.77 2.95 -0.41  0.953
C 0.75 1.57 -0.45  -0.525
N -0.45 1.12 -0.79  -0.444
C -1.19 2.32 -0.98  -0.476
N -0.48 3.39 -0.86  -0.842
C 3.65 3.43 1.14  -0.050
H 5.03 -1.78 -2.01  0.379
H 4.53 -3.48 -2.00  0.463
H 2.00 -1.72 0.22  0.737
H 1.01 -0.88 -3.74  0.499
H 5.56 -4.61 0.04  0.538
H 6.24 -4.52 2.38  0.417
H 6.40 -2.36 3.52  0.556
H 4.80 -0.39 0.02  0.666
H 4.24 4.44 4.34  0.541
H 2.52 6.05 3.59  0.501
H 1.41 5.85 1.54  0.501
H 2.56 3.65 -1.28  0.421
H 1.40 4.87 -0.76  0.522
H 1.60 0.94 -0.21  0.748
H -2.27 2.33 -1.21  0.575
H 4.10 2.81 0.36  0.541

C18H35BaF5NO8Te | the ωB97M-V functional and the def2-TZVPD basis

Computed properties:
**ΔE to the lowest compared entry with this formula, charge and spin**: 45.8 kcal per mole
**Charge**: +1
**HOMO energy**: -12.281 eV

Last column: Mulliken charge in e.
Element x y z (Å)
Ba 0.33 -0.48 0.36  1.847
C -0.95 2.82 -1.09  -0.363
C -0.49 3.32 0.27  -0.727
O -0.54 2.29 1.26  0.201
C -1.64 2.38 2.16  -0.654
C -2.95 1.92 1.55  -0.656
O -2.87 0.59 1.04  -0.114
C -3.43 -0.42 1.85  -0.690
C -2.49 -0.88 2.94  -0.714
O -1.17 -1.09 2.45  -0.276
C -0.80 -2.40 2.08  -1.775
C -1.35 -2.94 0.75  -0.154
O -1.79 -1.89 -0.11  0.226
C -2.01 -2.22 -1.49  -0.895
C -0.78 -2.07 -2.36  -0.524
O -0.22 -0.76 -2.32  -0.347
C -0.93 0.26 -3.01  -0.326
C -0.09 1.51 -2.90  -1.051
O 0.05 1.93 -1.55  0.074
H -1.04 3.68 -1.77  0.422
H -1.92 2.32 -1.02  0.182
H -1.10 4.17 0.58  0.432
H 0.55 3.63 0.18  0.210
H -1.76 3.41 2.51  0.458
H -1.37 1.77 3.02  0.181
H -3.22 2.57 0.71  0.345
H -3.74 2.01 2.30  0.461
H -3.67 -1.24 1.18  0.249
H -4.37 -0.08 2.31  0.496
H -2.88 -1.79 3.40  0.484
H -2.39 -0.13 3.73  0.350
H -1.06 -3.12 2.85  0.574
H 0.27 -2.35 2.05  0.722
H -2.20 -3.60 0.96  0.448
H -0.56 -3.54 0.28  0.306
H -2.79 -1.54 -1.81  0.324
H -2.41 -3.24 -1.57  0.431
H -1.06 -2.34 -3.39  0.455
H 0.02 -2.74 -2.04  0.279
H -1.93 0.41 -2.57  0.244
H -1.06 -0.02 -4.06  0.412
H -0.52 2.31 -3.52  0.443
H 0.91 1.29 -3.25  0.347
F 1.71 -4.00 1.70  -0.489
Te 2.94 -2.63 1.29  2.084
F 4.14 -3.89 0.69  -0.369
F 4.36 -1.45 1.09  -0.421
F 3.43 -2.93 3.05  -0.378
F 2.16 -1.06 2.09  -0.641
O 1.99 -2.27 -0.17  -0.947
O 2.39 1.17 -0.02  -0.727
C 3.16 1.76 0.74  0.417
C 4.65 1.77 0.49  -0.929
C 5.36 3.14 0.52  -0.784
C 4.44 4.35 0.68  -0.559
C 3.93 4.51 2.12  -0.562
C 3.53 3.18 2.73  -0.901
N 2.70 2.39 1.84  0.223
H 4.77 1.29 -0.47  0.346
H 5.08 1.09 1.23  0.305
H 5.93 3.25 -0.41  0.405
H 6.10 3.16 1.32  0.352
H 3.59 4.25 -0.01  0.132
H 4.96 5.26 0.38  0.443
H 3.09 5.21 2.14  0.294
H 4.72 4.96 2.74  0.339
H 2.99 3.32 3.67  0.514
H 4.42 2.59 2.98  0.316
H 1.69 2.41 1.95  0.203